68
Properties=species:S:1:pos:R:3:mulliken_charge:R:1 method="wB97M-V/def2-TZVPD" max_force_ev_per_a=1.35 mol_weight_da=466.58 e_tot_ha=-1531.11453 homo_energy_ev=-8.12 smiles="Cc1cc(C)cc(C(=O)N[C@@H](CC(N)=O)c2ccc(NC3CCCCCCC3)c([N+](=O)[O-])c2)c1" e_above_lowest_kj_mol=320.9 gap_ev=7.79
C -5.55 -3.48 1.29 -1.55
C -5.74 -2.26 0.44 0.75
C -4.93 -1.15 0.59 -0.91
C -5.12 -0.02 -0.21 0.60
C -6.15 0.00 -1.14 -0.92
C -6.97 -1.11 -1.31 1.01
C -6.75 -2.23 -0.52 -0.69
H -7.39 -3.10 -0.64 0.40
C -8.05 -1.10 -2.35 -1.50
H -7.63 -1.32 -3.33 0.30
H -8.51 -0.11 -2.40 0.37
H -8.81 -1.84 -2.12 0.38
H -6.30 0.89 -1.73 0.49
C -4.29 1.21 -0.06 0.32
O -4.73 2.33 -0.21 -0.67
N -2.98 0.98 0.23 -0.03
H -2.64 0.04 0.33 0.31
C -2.06 2.08 0.40 -1.11
C -0.66 1.71 0.00 0.75
C 0.04 2.48 -0.90 -0.15
C 1.37 2.20 -1.24 -1.29
C 2.05 1.09 -0.66 2.05
N 3.31 0.79 -0.99 -0.22
H 3.77 1.46 -1.60 0.38
C 4.16 -0.21 -0.38 0.39
C 5.23 -0.65 -1.39 -1.14
H 6.22 -0.42 -1.00 0.47
H 5.11 -0.08 -2.31 0.41
C 5.16 -2.13 -1.74 -0.94
H 4.30 -2.31 -2.39 0.31
C 5.06 -3.10 -0.56 -0.68
C 6.06 -2.88 0.58 -0.71
H 6.27 -3.86 1.02 0.33
H 7.00 -2.51 0.17 0.36
C 5.60 -1.97 1.73 -0.59
H 6.13 -2.30 2.62 0.37
H 4.53 -2.13 1.92 0.30
C 5.88 -0.47 1.56 -0.90
C 4.76 0.35 0.92 -0.84
H 3.95 0.47 1.64 0.40
H 5.15 1.35 0.71 0.28
H 6.81 -0.35 1.00 0.42
H 6.05 -0.04 2.54 0.44
H 5.21 -4.11 -0.96 0.42
H 4.04 -3.09 -0.15 0.32
H 6.05 -2.38 -2.32 0.41
H 3.53 -1.08 -0.14 0.06
C 1.30 0.32 0.26 -0.77
C 0.00 0.62 0.58 -1.10
H -0.51 0.01 1.31 0.41
H 1.77 -0.52 0.74 0.32
N 1.98 3.09 -2.15 1.18
O 1.34 4.04 -2.55 -0.70
O 3.15 2.89 -2.50 -0.78
H -0.42 3.34 -1.37 0.55
H -2.43 2.89 -0.24 0.58
C -2.07 2.58 1.87 -0.77
C -1.10 3.74 2.01 0.39
O 0.00 3.64 2.50 -0.63
N -1.57 4.90 1.50 -0.34
H -0.98 5.71 1.50 0.25
H -2.48 4.96 1.08 0.21
H -1.75 1.78 2.53 0.29
H -3.08 2.88 2.13 0.51
H -4.16 -1.15 1.35 0.42
H -4.82 -3.30 2.07 0.35
H -5.21 -4.31 0.68 0.33
H -6.50 -3.77 1.75 0.36

=====

73
Properties=species:S:1:pos:R:3:mulliken_charge:R:1 method="wB97M-V/def2-TZVPD" max_force_ev_per_a=5.35 mol_weight_da=559.56 e_tot_ha=-2152.60121 homo_energy_ev=-9.10 smiles="CCCCNC1=C(P(=N)(O)O)C(=O)C(CCCO)=C(OC(=O)c2ccccc2)C1=O.CC#N.CC#N.CC#N" gap_ev=7.59
C -3.64 -2.03 -0.90 -0.69
C -3.82 -2.26 0.68 -0.39
C -2.66 -3.24 1.23 -0.63
C -1.33 -2.36 1.44 -0.70
N -0.55 -2.12 0.19 0.22
C 0.80 -1.60 0.42 0.32
C 1.69 -1.58 -0.71 -0.07
P 1.23 -2.16 -2.44 1.28
N 0.82 -3.70 -2.49 -0.72
O 2.60 -1.95 -3.48 -0.52
O 0.04 -1.09 -3.03 -0.57
C 3.19 -1.00 -0.47 -0.54
O 4.22 -1.53 -0.97 -0.57
C 3.25 0.28 0.52 0.28
C 4.31 1.44 0.21 -0.53
C 5.65 1.07 1.06 -0.38
C 6.99 1.10 0.16 -0.49
O 7.63 2.41 0.38 -0.53
C 2.33 0.29 1.63 0.51
O 2.30 1.41 2.52 -0.36
C 1.02 2.06 2.49 0.33
O 0.31 1.99 3.54 -0.57
C 0.43 2.92 1.29 0.74
C -0.84 3.81 1.58 -0.44
C -1.48 4.71 0.47 -0.44
C -0.89 4.76 -0.99 -0.38
C 0.36 3.87 -1.28 -0.62
C 0.99 2.97 -0.15 0.07
C 1.39 -1.01 1.78 -0.07
O 1.23 -1.47 2.94 -0.55
H -3.32 -3.02 -1.37 0.26
H -2.78 -1.27 -1.03 0.03
H -4.56 -1.55 -1.38 0.26
H -4.84 -2.70 0.98 0.28
H -3.66 -1.25 1.20 0.21
H -2.95 -3.66 2.27 0.31
H -2.42 -4.12 0.54 0.36
H -0.66 -2.96 2.16 0.38
H -1.58 -1.35 1.92 0.38
H -0.40 -3.07 -0.22 0.04
H 0.86 -4.11 -1.55 0.23
H 2.21 -1.74 -4.38 0.32
H -0.52 -0.74 -2.29 0.36
H 3.85 2.43 0.57 0.37
H 4.51 1.41 -0.92 0.33
H 5.53 -0.02 1.42 0.35
H 5.72 1.70 2.02 0.29
H 7.70 0.32 0.61 0.28
H 6.79 0.89 -0.94 0.28
H 8.12 2.28 1.23 0.31
H -1.35 3.85 2.60 0.16
H -2.39 5.38 0.65 0.36
H -1.32 5.42 -1.82 0.33
H 0.85 3.83 -2.32 0.33
H 1.89 2.34 -0.46 0.11
C -3.36 3.63 5.80 -0.83
C -3.73 3.83 4.40 0.43
N -4.02 3.99 3.30 -0.40
H -2.96 4.55 6.25 0.27
H -4.21 3.32 6.40 0.32
H -2.59 2.86 5.91 0.25
C 2.09 -4.97 -5.73 -0.83
C 1.74 -3.61 -6.15 0.52
N 1.46 -2.54 -6.48 -0.50
H 1.33 -5.39 -5.06 0.25
H 2.18 -5.64 -6.58 0.35
H 3.04 -4.99 -5.19 0.26
C -7.34 0.56 -0.51 -0.81
C -7.23 -0.82 -0.98 0.42
N -7.14 -1.91 -1.35 -0.40
H -7.97 0.63 0.38 0.27
H -6.36 0.98 -0.26 0.27
H -7.79 1.21 -1.27 0.29

=====

74
Properties=species:S:1:pos:R:3:mulliken_charge:R:1 method="wB97M-V/def2-TZVPD" max_force_ev_per_a=0.50 mol_weight_da=605.62 e_tot_ha=-3092.51584 homo_energy_ev="-6.75 / -7.96" e_above_lowest_kj_mol=0.0 gap_ev="7.42 / 8.62" spin_multiplicity=4
V 1.00 0.17 0.58 0.46
N 1.42 6.75 -5.14 -0.56
C 1.53 5.94 -4.02 1.09
C 1.38 6.47 -2.74 -0.78
C 1.52 5.66 -1.63 -0.26
C 1.82 4.32 -1.78 -0.57
C 1.97 3.78 -3.05 -0.58
C 1.83 4.58 -4.16 -0.77
S 2.03 3.30 -0.36 1.74
O 3.36 2.73 -0.43 -0.93
O 1.71 4.10 0.80 -0.80
N 1.03 2.06 -0.51 -0.22
C -0.32 2.23 -0.45 0.41
N -0.93 1.10 0.01 0.20
C -2.25 1.10 0.06 0.13
C -3.00 2.20 -0.33 -0.99
C -2.28 3.32 -0.73 -0.39
N -0.95 3.35 -0.79 -0.44
H 0.92 7.61 -5.02 0.22
H 1.23 6.29 -6.01 0.22
H 1.15 7.52 -2.62 0.28
H 1.39 6.07 -0.63 0.49
H 2.20 2.73 -3.17 0.45
H 1.95 4.16 -5.15 0.28
H -2.72 0.21 0.44 0.34
H -4.08 2.20 -0.29 0.42
H -2.79 4.23 -1.01 0.40
N 1.04 1.29 2.50 -0.23
C 2.06 0.87 3.48 -0.72
C 3.47 0.94 2.91 -0.57
C 3.85 -0.19 1.96 -0.57
N 3.22 -0.04 0.64 -0.35
H 1.14 2.29 2.32 0.28
H 0.12 1.14 2.90 0.25
H 1.83 -0.16 3.77 0.28
H 2.00 1.48 4.38 0.44
H 4.17 0.90 3.75 0.39
H 3.63 1.90 2.42 0.25
H 3.51 -1.14 2.38 0.26
H 4.94 -0.24 1.86 0.44
H 3.49 -0.82 0.04 0.26
H 3.56 0.81 0.18 0.25
O 0.92 -1.48 -0.85 -0.88
C 1.01 -2.28 0.12 0.90
O 1.00 -1.86 1.31 -0.73
C 1.09 -3.75 -0.13 0.36
C 1.06 -4.23 -1.44 -0.31
C 1.10 -5.60 -1.68 -0.64
C 1.18 -6.48 -0.61 -0.39
C 1.22 -6.01 0.69 -0.74
C 1.17 -4.64 0.93 -0.15
H 0.99 -3.52 -2.25 0.44
H 1.07 -5.97 -2.69 0.41
H 1.21 -7.55 -0.80 0.40
H 1.28 -6.70 1.52 0.40
H 1.19 -4.25 1.94 0.46
N -1.52 -0.73 2.89 -0.58
C -2.14 -1.54 2.34 0.42
N -2.86 -2.45 1.72 0.18
C -4.07 -3.00 2.33 -0.81
C -5.03 -3.47 1.24 -0.70
C -4.98 -2.51 0.05 -0.57
C -3.60 -2.57 -0.63 -0.89
C -2.50 -2.92 0.38 0.22
H -4.53 -2.21 2.93 0.44
H -3.81 -3.82 3.01 0.28
H -6.03 -3.54 1.65 0.41
H -4.76 -4.48 0.91 0.32
H -5.17 -1.50 0.42 0.23
H -5.76 -2.74 -0.66 0.40
H -3.38 -1.61 -1.11 0.32
H -3.60 -3.32 -1.42 0.46
H -1.55 -2.47 0.11 -0.65
H -2.34 -4.00 0.43 0.50

=====

86
Properties=species:S:1:pos:R:3:mulliken_charge:R:1 method="wB97M-V/def2-TZVPD" max_force_ev_per_a=0.17 total_charge=+1 mol_weight_da=926.52 e_tot_ha=-3152.50575 homo_energy_ev="-11.86 / -11.87" e_above_lowest_kj_mol=483.0 gap_ev="7.58 / 7.62" spin_multiplicity=2
W 0.74 -0.26 0.83 -0.28
C 2.10 1.60 -1.96 -0.97
C 1.20 0.44 -2.23 0.59
C 0.84 -0.07 -3.46 -1.91
C -0.12 -1.04 -3.20 0.06
N -0.30 -1.12 -1.88 0.79
N 0.53 -0.23 -1.26 0.34
B -1.41 -1.87 -1.09 0.19
N -0.73 -2.85 -0.11 0.60
C -0.94 -4.13 0.17 0.01
C -0.28 -4.43 1.35 -1.76
C 0.32 -3.25 1.77 0.44
C 1.08 -3.03 3.02 -0.83
N 0.05 -2.29 0.85 -0.01
N -2.15 -0.84 -0.18 0.98
C -3.47 -0.76 0.05 -0.29
C -3.68 -0.02 1.18 -1.90
C -2.42 0.34 1.65 0.56
C -2.13 1.09 2.90 -0.84
N -1.49 -0.17 0.82 0.02
N -2.35 -2.49 -2.07 0.42
C -3.18 -1.83 -2.93 -0.36
C -3.68 -2.75 -3.81 -1.22
C -3.07 -3.97 -3.45 0.67
C -3.26 -5.32 -4.08 -1.32
N -2.27 -3.81 -2.42 -1.14
H 2.98 1.55 -2.59 0.63
H 1.55 2.51 -2.18 0.10
H 2.43 1.65 -0.92 -0.20
H 1.20 0.24 -4.42 0.59
H -0.69 -1.66 -3.87 0.54
H -1.53 -4.73 -0.49 0.63
H -0.24 -5.38 1.85 0.54
H 1.50 -3.97 3.37 0.46
H 1.90 -2.32 2.91 -0.26
H 0.42 -2.65 3.80 0.26
H -4.16 -1.26 -0.61 0.66
H -4.62 0.24 1.63 0.55
H -3.04 1.58 3.23 0.44
H -1.81 0.41 3.69 0.22
H -1.35 1.84 2.78 -0.03
H -3.35 -0.77 -2.84 0.62
H -4.38 -2.57 -4.61 0.44
H -3.82 -5.23 -5.01 0.37
H -2.30 -5.78 -4.29 0.32
H -3.81 -5.98 -3.41 0.28
O 2.21 -0.11 4.53 -0.61
Cl 1.55 0.84 3.72 1.92
O 0.67 1.68 4.42 -0.61
O 0.61 -0.07 2.80 -0.89
O 2.42 1.52 2.83 -0.53
C 4.50 -1.08 2.07 -1.56
C 3.86 -1.05 0.69 0.65
O 2.56 -0.51 0.75 1.09
C 3.74 -2.47 0.08 0.50
F 4.92 -2.91 -0.33 -0.27
F 3.26 -3.32 0.99 -0.22
F 2.89 -2.48 -0.96 -0.16
C 4.70 -0.14 -0.24 0.46
F 5.99 -0.43 -0.16 -0.26
F 4.54 1.14 0.13 -0.20
F 4.32 -0.25 -1.52 -0.23
H 3.87 -1.63 2.76 0.26
H 4.63 -0.07 2.43 0.39
H 5.47 -1.58 2.01 0.49
C -0.81 5.00 1.89 -1.88
C -0.12 4.14 0.85 1.31
C 1.21 4.76 0.44 -1.78
O 0.21 2.85 1.46 -0.20
B 0.05 1.90 0.51 1.14
O -0.54 2.36 -0.64 0.02
C -1.01 3.71 -0.35 1.41
C -2.48 3.59 0.00 -1.76
C -0.83 4.55 -1.60 -1.89
H -0.11 5.23 2.69 0.48
H -1.67 4.50 2.32 0.35
H -1.13 5.94 1.44 0.35
H 1.85 4.84 1.32 0.46
H 1.07 5.76 0.02 0.40
H 1.73 4.15 -0.30 0.18
H -2.63 2.99 0.90 0.18
H -3.00 3.10 -0.82 0.45
H -2.93 4.57 0.16 0.40
H 0.19 4.55 -1.96 0.36
H -1.12 5.59 -1.41 0.37
H -1.48 4.17 -2.40 0.45

=====

82
Properties=species:S:1:pos:R:3:mulliken_charge:R:1 method="wB97M-V/def2-TZVPD" max_force_ev_per_a=3.87 mol_weight_da=885.41 e_tot_ha=-5861.16140 homo_energy_ev=-8.66 gap_ev=7.48
O 6.45 -2.28 1.73 -0.76
P 5.18 -1.78 1.11 0.96
O 5.43 -0.21 0.62 -0.39
O 4.86 -2.83 -0.17 -0.54
C 3.78 -1.98 2.31 -1.33
C 2.43 -1.25 1.97 0.66
C 1.53 -0.96 3.10 -0.02
Br 2.04 -1.47 4.94 -0.27
C 0.17 -0.30 2.95 -0.90
C -0.36 0.08 1.66 0.22
C -1.79 0.72 1.53 -0.61
C -2.78 -0.39 0.94 0.12
C -3.67 -1.09 2.05 -1.12
I -2.54 -2.72 3.02 -0.03
C 0.52 -0.16 0.45 0.26
N 0.19 0.17 -0.87 -0.39
S 1.48 -0.37 -1.76 0.08
N 2.54 -1.02 -0.61 -0.44
C 1.90 -0.83 0.61 0.79
H 6.24 0.11 1.09 0.29
H 3.91 -3.07 -0.06 0.37
H 4.16 -1.55 3.29 0.46
H 3.52 -3.07 2.51 0.46
H -0.45 -0.11 3.87 0.37
H -2.22 1.01 2.54 0.49
H -1.82 1.60 0.83 0.29
H -3.52 0.08 0.20 -0.32
H -2.25 -1.21 0.39 0.42
H -4.59 -1.55 1.61 0.47
H -3.99 -0.37 2.85 0.41
C -6.07 2.19 -4.04 -1.35
C -4.77 2.20 -3.27 0.73
C -4.28 0.84 -2.86 -0.58
O -3.50 1.14 -1.71 -0.25
C -4.04 2.26 -1.15 0.55
O -3.77 2.67 -0.06 -0.53
O -4.92 2.84 -2.00 -0.37
H -6.61 3.13 -3.91 0.37
H -5.89 2.04 -5.10 0.22
H -6.73 1.40 -3.70 0.40
H -4.00 2.76 -3.83 0.20
H -3.69 0.36 -3.63 0.29
H -5.09 0.17 -2.56 0.36
C -6.54 -2.39 -8.67 -1.40
C -6.41 -1.03 -8.02 0.51
C -5.19 -0.87 -7.16 -0.59
O -5.60 0.13 -6.23 -0.27
C -6.95 0.00 -6.09 0.62
O -7.60 0.52 -5.24 -0.51
O -7.46 -0.82 -7.06 -0.37
H -7.58 -2.63 -8.87 0.36
H -5.98 -2.41 -9.62 0.37
H -6.14 -3.18 -8.03 0.33
H -6.49 -0.24 -8.77 0.27
H -4.31 -0.55 -7.73 0.31
H -4.93 -1.77 -6.60 0.33
C 4.67 1.68 -1.45 -1.20
C 4.96 2.92 -2.27 0.53
C 4.56 4.21 -1.61 -0.50
O 4.34 5.07 -2.73 -0.33
C 3.95 4.26 -3.77 0.61
O 3.49 4.65 -4.79 -0.53
O 4.17 2.95 -3.46 -0.38
H 4.53 0.81 -2.09 0.38
H 5.49 1.48 -0.76 0.32
H 3.76 1.80 -0.86 0.19
H 6.01 2.94 -2.58 0.30
H 5.33 4.61 -0.95 0.32
H 3.62 4.13 -1.06 0.32
C 5.23 -0.32 9.64 -1.36
C 4.51 -1.66 9.69 0.53
C 5.19 -2.75 8.91 -0.54
O 4.09 -3.61 8.61 -0.31
C 2.98 -2.83 8.54 0.60
O 1.94 -3.18 8.10 -0.51
O 3.24 -1.59 9.04 -0.34
H 4.53 0.50 9.79 0.36
H 6.00 -0.27 10.40 0.37
H 5.70 -0.17 8.67 0.32
H 4.33 -1.95 10.73 0.29
H 5.95 -3.27 9.49 0.30
H 5.62 -2.40 7.97 0.31

=====

76
Properties=species:S:1:pos:R:3:mulliken_charge:R:1 method="wB97M-V/def2-TZVPD" max_force_ev_per_a=2.64 mol_weight_da=1024.52 e_tot_ha=-7807.78270 homo_energy_ev=-5.70 e_above_lowest_kj_mol=180.5 gap_ev=5.82
Hf -0.68 0.51 -0.51 0.06
C 3.19 1.05 -2.12 -2.00
C 1.86 1.40 -1.50 0.50
N 1.52 0.84 -0.26 0.74
N 2.54 0.42 0.49 -0.52
C 2.52 -0.34 1.57 0.36
N 3.71 -0.51 2.27 -0.46
S 1.04 -0.82 2.37 -0.33
C 0.92 2.21 -2.09 1.06
C 1.09 2.85 -3.37 -1.27
C 0.19 3.75 -3.84 -0.54
C -0.94 4.07 -3.04 -0.82
C -1.11 3.39 -1.86 -0.04
N -0.28 2.44 -1.38 0.29
H 3.45 0.02 -1.87 0.49
H 4.00 1.72 -1.82 0.31
H 3.12 1.10 -3.20 0.49
H 3.47 0.70 0.16 0.29
H 4.56 -0.49 1.72 0.23
H 3.67 -1.28 2.91 0.24
H 1.96 2.61 -3.96 0.26
H 0.32 4.22 -4.80 0.42
H -1.65 4.82 -3.35 0.46
H -1.97 3.62 -1.24 0.07
O -4.55 -1.87 -4.25 -0.54
C -3.33 -2.50 -3.92 -1.38
C -2.56 -1.62 -2.92 2.12
C -2.35 -0.25 -3.58 -1.63
O -2.05 0.75 -2.58 -0.09
C -3.45 -1.45 -1.68 -1.05
Se -2.50 -1.27 0.06 -0.27
C -1.24 -2.35 -2.62 -1.40
Se 0.32 -1.18 -2.26 -0.47
H -5.12 -2.51 -4.70 0.35
H -2.73 -2.65 -4.83 0.41
H -3.51 -3.47 -3.46 0.51
H -3.28 0.03 -4.10 0.69
H -1.53 -0.31 -4.30 0.33
H -2.05 1.60 -3.03 0.13
H -4.08 -2.33 -1.55 0.52
H -4.10 -0.58 -1.79 0.26
H -0.93 -2.95 -3.47 0.56
H -1.36 -3.00 -1.75 0.30
Cl -1.97 5.45 5.04 -0.27
C -1.57 4.24 3.87 0.66
C -2.53 3.85 2.96 -0.66
C -2.23 2.84 2.06 -0.14
I -3.61 2.19 0.59 0.09
C -1.02 2.16 2.03 0.30
O -0.85 1.10 1.31 0.40
C 0.02 2.67 2.88 -0.06
N 1.25 2.17 2.71 0.02
C 2.21 2.59 3.48 0.00
C 2.02 3.52 4.51 -1.13
C 0.78 4.07 4.69 -0.79
C -0.28 3.68 3.84 -0.06
H -3.51 4.31 2.96 0.49
H 3.19 2.19 3.27 0.43
H 2.85 3.81 5.14 0.40
H 0.59 4.79 5.47 0.42
C 0.89 -5.05 0.28 -1.07
Si 1.20 -3.99 1.83 0.13
C 3.05 -3.97 2.31 -1.05
C 0.14 -4.59 3.29 -1.11
C 0.55 -2.26 1.33 0.59
H 1.30 -6.05 0.38 0.39
H 1.33 -4.60 -0.61 0.32
H -0.17 -5.15 0.10 0.31
H 3.40 -4.98 2.52 0.41
H 3.22 -3.38 3.21 0.24
H 3.68 -3.57 1.51 0.34
H 0.41 -5.59 3.59 0.35
H -0.92 -4.60 3.01 0.33
H 0.23 -3.94 4.16 0.33
H -0.53 -2.29 1.45 0.05
H 0.78 -2.01 0.30 -0.28